A structure of composition C43H53GaN3O6S3Se2SiTe2. Source: OMol25; level of theory: wB97M-V/def2-TZVPD.

The largest force on an atom is 0.0039 hartree/bohr. The calculation puts the total energy at -300254.2036 eV. The LUMO energy comes out at 2.09 eV. The value obtained for the HOMO-LUMO gap is 6.33 eV. For the energy above the lowest of the compared OMol25 structures with the same formula, charge and spin, the calculation gives 0.0 kJ/mol.

```
! wB97M-V def2-TZVPD RIJCOSX def2/J DEFGRID3
* xyz -1 1
Ga 0.01651 -0.39850 -0.29656
Se 0.31680 -0.61233 2.24458
Te 2.61555 0.16849 2.88536
Te 3.91889 -0.89009 0.76886
Se 2.43055 0.01560 -1.01151
O -0.19868 1.69211 -0.25831
S -0.79938 2.35536 0.96055
C 0.58289 3.11373 1.80101
C 1.76684 3.31068 1.11087
C 2.81866 3.93492 1.76360
C 2.68243 4.33330 3.08577
C 1.49986 4.09297 3.77332
C 0.43840 3.47413 3.12978
C -1.47801 3.87019 0.28364
C -2.57365 4.43740 0.91254
C -3.10624 5.61683 0.40825
C -2.54253 6.20432 -0.71525
C -1.45263 5.61387 -1.34410
C -0.91634 4.43711 -0.84952
H 1.87156 2.93348 0.10089
H 3.75662 4.08124 1.24401
H 3.51268 4.80686 3.59436
H 1.40863 4.37384 4.81465
H -0.48189 3.25435 3.65820
H -3.01124 3.95680 1.78007
H -3.96376 6.07095 0.88874
H -2.96284 7.12021 -1.11220
H -1.03401 6.05879 -2.23743
H -0.09522 3.93619 -1.34666
C 1.12126 -1.73152 -4.50225
C 0.41323 -0.42156 -4.88292
C -0.12626 -0.56624 -6.30870
C 1.42667 0.72462 -4.81242
Si -0.94887 -0.17418 -3.58251
O -0.39419 -0.45850 -2.11935
C -2.36458 -1.37798 -3.97859
C -2.34112 -2.68962 -3.49775
C -3.40338 -3.55952 -3.70945
C -4.52382 -3.13277 -4.41032
C -4.56596 -1.83652 -4.90912
C -3.49489 -0.97540 -4.69570
C -1.78522 1.51881 -3.69762
C -1.87305 2.30945 -4.84426
C -2.65650 3.45808 -4.87769
C -3.37910 3.83429 -3.75592
C -3.29279 3.07423 -2.59716
C -2.49746 1.93928 -2.56901
H 1.95036 -1.91934 -5.19643
H 0.43920 -2.58544 -4.55760
H 1.51876 -1.68752 -3.48668
H 0.69319 -0.82920 -6.98926
H -0.57764 0.35252 -6.68859
H -0.87947 -1.35507 -6.37398
H 2.27416 0.52470 -5.48016
H 1.82636 0.83889 -3.80195
H 0.98398 1.67910 -5.10962
H -1.48574 -3.03041 -2.92626
H -3.36325 -4.56568 -3.30949
H -5.36078 -3.80343 -4.56363
H -5.43610 -1.49567 -5.45896
H -3.55612 0.04168 -5.06997
H -1.32590 2.03142 -5.73677
H -2.70656 4.05295 -5.78257
H -3.99872 4.72370 -3.78361
H -3.83639 3.37196 -1.70731
H -2.41223 1.36136 -1.65471
C -6.28599 5.46276 -1.58032
C -6.47673 3.97650 -1.45424
C -6.36036 3.34502 -0.22221
C -6.51623 1.97057 -0.10601
C -6.79080 1.21809 -1.23598
C -6.90213 1.82885 -2.47890
C -6.74643 3.19920 -2.58023
S -7.05892 -0.53141 -1.08412
O -7.25167 -0.77877 0.31468
O -8.06833 -0.89568 -2.04116
N -5.70630 -1.27931 -1.57503
C -4.36196 -0.94277 -1.07611
C -4.21060 -0.95788 0.43664
C -2.73619 -1.03403 0.83005
O -2.40877 -1.66683 1.82359
O -1.94710 -0.38851 0.03554
H -6.26451 5.94099 -0.60126
H -7.08719 5.91511 -2.16666
H -5.34037 5.68832 -2.07884
H -6.15145 3.93587 0.66236
H -6.45647 1.48089 0.85638
H -7.12997 1.23002 -3.35129
H -6.83292 3.67608 -3.54972
H -5.73177 -1.44763 -2.57413
H -4.03599 0.01545 -1.48342
H -3.70886 -1.70096 -1.50251
H -4.72831 -1.80423 0.88302
H -4.63020 -0.05366 0.88468
C 2.93808 -3.79457 -1.44924
N 2.45177 -4.23620 -0.15457
C 3.05296 -5.47921 0.29132
C 1.22072 -3.85434 0.28204
S 0.10485 -3.13703 -0.76885
N 0.94214 -4.08482 1.57623
C 1.94921 -3.96242 2.62016
C -0.43554 -4.12880 2.05123
H 4.02925 -3.83719 -1.43166
H 2.62457 -2.77183 -1.63911
H 2.56644 -4.43518 -2.25691
H 2.94876 -6.24070 -0.49070
H 2.57542 -5.84686 1.19240
H 4.11795 -5.33682 0.49003
H 2.89305 -3.63747 2.18986
H 2.08680 -4.90515 3.15974
H 1.61710 -3.19360 3.32112
H -1.05862 -4.63125 1.31446
H -0.84410 -3.13582 2.22771
H -0.44075 -4.70038 2.98135
*
```